Record 1
C28H45Cl2F7N3O12PS4 | ωB97M-V/def2-TZVPD

Each line ends with the Mulliken charge.
Geometry (Å):
C  7.0847  -0.2591  3.6529  -0.69
C  7.4473  -0.2519  2.1075  0.75
C  8.8780  -0.8299  1.7525  -1.00
N  6.6508  0.1985  1.1889  -0.55
C  5.2772  0.2263  1.6769  0.11
N  4.5951  -0.9470  1.5935  -0.52
C  3.2989  -0.7403  2.0534  0.32
C  2.3638  -1.9313  2.0016  0.47
Cl  3.0430  -3.4884  1.3844  -0.20
C  0.9766  -1.8865  2.4162  -0.80
C  0.3931  -0.5989  2.9759  -0.13
C  -1.0951  -0.6197  3.4452  0.83
F  -1.6698  -1.7726  2.8684  -0.33
F  -1.1209  -0.8130  4.8251  -0.29
C  -1.9821  0.6046  2.9735  0.52
F  -2.1731  1.4592  4.0554  -0.26
F  -1.4598  1.2680  1.8770  -0.22
C  -3.4652  0.1831  2.5336  0.54
F  -3.5191  -0.3599  1.2551  -0.18
F  -4.1062  -0.5604  3.4889  -0.23
F  -4.1755  1.3814  2.4672  -0.28
C  1.2979  0.5379  3.0567  0.63
Cl  0.7278  2.1061  3.7496  -0.15
C  2.7367  0.5082  2.5901  0.00
N  3.4884  1.6744  2.6958  -0.53
C  4.7594  1.5412  2.2170  0.20
P  5.9170  3.0417  2.2247  0.33
C  5.1778  4.4446  1.2146  -1.04
C  6.1352  3.7112  3.9650  -1.06
H  8.0233  -0.4427  4.2576  0.46
H  6.6764  0.7431  3.9502  -0.12
H  6.3992  -1.1181  3.8949  0.18
H  9.4638  -0.1248  1.1083  0.34
H  9.4550  -1.0038  2.7032  0.30
H  8.7102  -1.8408  1.2827  0.18
H  0.3965  -2.8363  2.3330  0.44
H  5.3756  4.2125  0.1364  0.31
H  4.0678  4.4980  1.4007  0.31
H  5.6370  5.4498  1.4514  0.34
H  7.0892  4.3107  4.0505  0.33
H  5.2785  4.4102  4.2184  0.31
H  6.2057  2.8682  4.7055  0.33
O  -1.8155  4.0449  -3.5229  -0.69
S  -2.0085  2.6356  -3.7086  1.31
O  -3.1294  2.1207  -4.4417  -0.56
O  -1.9427  1.9070  -2.2795  -0.29
C  -2.8109  2.3697  -1.2361  0.20
C  -4.2352  1.8867  -1.4330  -0.38
C  -0.5295  1.9386  -4.3775  -1.08
H  -2.7694  3.4593  -1.1572  0.36
H  -2.4205  1.9642  -0.3023  -0.29
H  -4.6877  2.3455  -2.3135  -0.18
H  -4.8504  2.1396  -0.5671  0.42
H  -4.2602  0.8068  -1.5830  0.23
H  0.3202  2.2906  -3.7965  0.34
H  -0.4434  2.2729  -5.4107  0.38
H  -0.6051  0.8536  -4.3419  0.32
O  -8.2920  -0.7732  -0.4511  -0.68
S  -7.0129  -1.4165  -0.3724  1.23
O  -5.8985  -0.9818  -1.1624  -0.55
O  -7.2111  -2.9983  -0.5824  -0.29
C  -7.8941  -3.4480  -1.7581  -0.38
C  -7.0054  -3.3795  -2.9858  -0.96
C  -6.5097  -1.4781  1.3154  -0.94
H  -8.8174  -2.8821  -1.9061  0.33
H  -8.1775  -4.4859  -1.5771  0.27
H  -6.7756  -2.3458  -3.2480  0.27
H  -7.4977  -3.8436  -3.8425  0.39
H  -6.0556  -3.8859  -2.8034  0.26
H  -7.3351  -1.8522  1.9174  0.44
H  -6.2492  -0.4653  1.6195  0.25
H  -5.6398  -2.1264  1.3995  0.31
O  8.4339  -3.7940  3.7468  -0.56
S  8.6715  -5.1291  3.2731  1.26
O  9.2355  -5.3780  1.9798  -0.63
O  7.3180  -5.9828  3.4226  -0.29
C  6.1230  -5.4693  2.8220  -0.14
C  6.1106  -5.6811  1.3203  -0.88
C  9.6180  -6.0055  4.4804  -1.05
H  5.9907  -4.4136  3.0730  0.19
H  5.2893  -6.0135  3.2682  0.27
H  6.8778  -5.0781  0.8323  0.25
H  5.1435  -5.3993  0.9012  0.26
H  6.3147  -6.7248  1.0732  0.30
H  9.1662  -5.8567  5.4588  0.32
H  10.6288  -5.6001  4.4670  0.37
H  9.6359  -7.0605  4.2144  0.35
O  -6.5488  5.7579  -5.7884  -0.66
S  -6.3129  4.4336  -6.2904  1.22
O  -5.7560  4.2122  -7.5935  -0.62
O  -7.6718  3.5782  -6.1565  -0.24
C  -8.8666  4.1047  -6.7401  -0.37
C  -8.8832  3.9255  -8.2467  -1.00
C  -5.3624  3.5298  -5.1077  -0.97
H  -8.9982  5.1545  -6.4652  0.34
H  -9.6987  3.5501  -6.3033  0.26
H  -8.1175  4.5387  -8.7241  0.30
H  -9.8526  4.2153  -8.6575  0.39
H  -8.6791  2.8869  -8.5141  0.26
H  -5.8103  3.6580  -4.1242  0.28
H  -4.3537  3.9326  -5.1157  0.36
H  -5.3465  2.4823  -5.3957  0.39

- electronic energy (eV) = -155498.5433
- F_max (Eh/bohr) = 0.083
- SMILES = CC(C)=Nc1nc2c(Cl)cc(C(F)(F)C(F)(F)C(F)(F)F)c(Cl)c2nc1P(C)C.CCOS(C)(=O)=O.CCOS(C)(=O)=O.CCOS(C)(=O)=O.CCOS(C)(=O)=O
- LUMO (eV) = -1.37
- charge = 0


Record 2
C28H45Cl2N2PTl | ωB97M-V/def2-TZVPD

Each line ends with the Mulliken charge.
Geometry (Å):
P  0.0815  -0.8366  -0.8373  -0.72
C  1.6602  -0.2238  -1.7352  0.28
C  1.9387  -0.7891  -3.1329  -0.14
C  3.3253  -0.3823  -3.6453  -0.96
C  3.5903  1.1192  -3.5303  -0.70
C  3.2267  1.6891  -2.1551  -0.81
C  1.8000  1.3015  -1.7368  0.39
C  -1.3776  0.0243  -1.6434  0.62
C  -1.2281  0.0767  -3.1633  -0.72
C  -2.5045  0.5987  -3.8176  -1.09
C  -2.9390  1.9423  -3.2272  -0.70
C  -2.9744  1.9449  -1.6950  -1.05
C  -1.6784  1.4118  -1.0636  -0.08
C  -0.0592  -2.5536  -1.5798  0.08
C  1.1094  -3.4132  -1.0818  -0.83
C  1.1089  -4.7295  -1.8714  -0.81
C  -0.2169  -5.4889  -1.7394  -0.74
C  -1.4261  -4.5995  -2.0595  -0.87
C  -1.3915  -3.2584  -1.3236  -0.55
H  2.4168  -0.6282  -1.0330  0.55
H  1.1916  -0.4105  -3.8444  0.11
H  1.8670  -1.8854  -3.1495  -0.13
H  3.4238  -0.7083  -4.6885  0.37
H  4.0783  -0.9307  -3.0672  0.38
H  4.6451  1.3205  -3.7457  0.40
H  2.9904  1.6337  -4.2913  0.31
H  3.9229  1.2973  -1.4014  0.37
H  3.3323  2.7807  -2.1558  0.40
H  1.5748  1.7170  -0.7433  -1.05
H  1.0891  1.7505  -2.4489  0.27
H  -2.2203  -0.6392  -1.3761  0.70
H  -3.2939  -0.1466  -3.6678  0.38
H  -0.9754  -0.9092  -3.5817  0.17
H  -0.4054  0.7585  -3.4196  0.09
H  -2.3417  0.6845  -4.8983  0.40
H  -3.9261  2.2098  -3.6205  0.42
H  -2.2296  2.7090  -3.5638  0.30
H  -3.1867  2.9545  -1.3260  0.42
H  -3.7983  1.3021  -1.3591  0.38
H  -1.7767  1.3603  0.0313  -0.10
H  -0.8499  2.1057  -1.2772  0.20
H  0.0264  -2.4587  -2.6784  0.43
H  2.0815  -2.9096  -1.1969  0.42
H  0.9888  -3.6059  -0.0052  0.37
H  1.2647  -4.4854  -2.9303  0.30
H  1.9531  -5.3570  -1.5662  0.40
H  -0.3074  -5.8602  -0.7092  0.32
H  -0.2199  -6.3586  -2.4092  0.40
H  -2.3629  -5.1247  -1.8372  0.39
H  -1.4311  -4.3850  -3.1356  0.36
H  -2.2507  -2.6442  -1.6284  0.15
H  -1.5092  -3.4260  -0.2464  0.28
Tl  0.2149  -0.2610  1.7436  0.95
Cl  -1.7947  -1.7991  1.4684  -0.51
Cl  2.6421  -0.8412  1.3921  -0.53
C  -0.7688  1.3733  2.6395  -1.11
H  -1.5389  1.0912  3.3808  0.13
C  -0.5497  2.7682  2.5162  1.37
C  -1.2342  3.6286  3.4389  -0.89
C  -1.2293  5.0003  3.2467  -0.36
C  -0.5342  5.5614  2.1567  -0.60
C  0.2163  4.7443  1.2900  -0.37
C  0.2625  3.3718  1.4935  -0.16
H  -1.7736  3.1623  4.2670  0.29
H  -1.7603  5.6544  3.9465  0.33
H  0.7782  5.1878  0.4631  0.34
H  0.8860  2.7103  0.8860  0.13
H  -0.5532  6.6399  1.9991  0.32
C  1.2990  -0.0097  7.8438  -0.82
N  0.0750  -0.3379  7.1180  0.03
C  -1.1510  -0.5370  7.8901  -0.79
C  0.0997  -0.4781  5.8076  0.17
N  0.1620  -0.6218  4.6409  -0.39
H  1.0821  -0.0486  8.9147  0.28
H  1.6576  0.9955  7.5831  0.30
H  2.0867  -0.7330  7.5991  0.31
H  -1.8973  0.2404  7.6691  0.28
H  -1.5925  -1.5160  7.6628  0.31
H  -0.8908  -0.4908  8.9519  0.27

- electronic energy (eV) = -71774.7826
- F_max (Eh/bohr) = 0.055
- LUMO (eV) = 2.47
- charge = -1


Record 3
C28H46BrCl2F9NO2 | ωB97M-V/def2-TZVPD

Each line ends with the Mulliken charge.
Geometry (Å):
C  3.0231  2.8094  3.3098  -1.16
C  2.0293  1.6755  3.6072  -0.71
C  2.2172  0.4612  2.7088  0.89
C  3.4481  -0.4082  3.0695  -1.00
C  4.5660  -0.2974  2.0401  -0.79
C  4.2886  -1.1342  0.7945  0.30
C  5.3011  -0.8781  -0.3120  -0.60
C  5.3109  -1.8863  -1.4637  -0.88
C  4.3274  -1.5325  -2.5833  -0.83
C  2.8974  -1.9903  -2.3184  0.91
C  1.9688  -1.5965  -3.4587  -0.99
C  0.4886  -2.0594  -3.3900  -0.75
C  0.0318  -2.8805  -2.1754  -0.49
C  -1.5109  -2.9980  -2.1475  -1.30
C  -2.1868  -2.5891  -0.8315  -0.89
C  -1.8284  -1.1681  -0.4012  -1.15
C  -2.6843  -0.5790  0.7089  3.22
C  -2.2076  0.7750  1.2900  -1.34
C  -0.8526  1.3052  0.7919  -0.33
C  -1.0204  2.3102  -0.3289  0.86
F  -1.9579  1.8773  -1.2299  -0.32
F  -1.5038  3.4798  0.1691  -0.38
C  0.3085  2.5697  -1.1371  0.06
F  1.3281  1.9068  -0.5208  -0.26
F  0.1759  2.0697  -2.3821  -0.32
C  0.7280  4.0531  -1.2272  0.71
F  -0.2311  4.7204  -1.8960  -0.30
F  0.8332  4.5358  0.0320  -0.25
C  2.0983  4.3005  -1.9357  0.57
F  2.2392  3.5154  -3.0033  -0.22
F  3.0966  4.0434  -1.0926  -0.22
F  2.1522  5.5730  -2.3133  -0.25
O  -4.0059  -0.3166  0.0482  -0.20
C  -5.0479  -0.9615  0.6697  -0.63
C  -6.4099  -0.2647  0.5064  -0.41
Cl  -7.4962  -0.8610  1.7679  -0.09
C  -6.2530  1.2765  0.3608  1.09
C  -6.1020  1.6659  -1.1084  -1.23
Cl  -7.6069  2.1566  1.0959  -0.15
N  -4.5766  -1.2712  2.0743  -0.23
Br  -4.8170  0.0803  3.3929  0.18
C  -3.0691  -1.5734  1.8077  -1.05
O  -2.2895  -1.4092  2.9246  -0.53
H  3.9580  2.6505  3.8475  0.32
H  2.6344  3.7799  3.6137  0.40
H  3.2670  2.8402  2.2471  0.18
H  2.1627  1.3676  4.6466  0.51
H  1.0084  2.0578  3.5212  0.25
H  1.3196  -0.1529  2.7112  0.09
H  2.3365  0.8082  1.6747  -0.57
H  3.8286  -0.0813  4.0395  0.44
H  3.1357  -1.4500  3.1647  0.41
H  4.6439  0.7446  1.7165  0.28
H  5.5190  -0.6015  2.4763  0.47
H  4.2504  -2.1960  1.0523  0.35
H  3.2872  -0.8582  0.4463  -0.53
H  6.2964  -0.8327  0.1355  0.44
H  5.1060  0.1170  -0.7235  0.20
H  6.3178  -1.9391  -1.8782  0.33
H  5.0625  -2.8838  -1.0892  0.38
H  4.6804  -1.9573  -3.5263  0.43
H  4.3497  -0.4454  -2.7148  0.21
H  2.5446  -1.5126  -1.4008  -0.75
H  2.8990  -3.0701  -2.1469  0.43
H  2.4124  -1.9155  -4.4032  0.37
H  1.9826  -0.5031  -3.4900  0.25
H  0.2917  -2.6875  -4.2608  0.29
H  -0.1503  -1.1791  -3.4928  0.31
H  0.3968  -2.4608  -1.2405  0.29
H  0.4482  -3.8830  -2.2631  0.67
H  -1.9366  -2.4077  -2.9625  0.50
H  -1.7983  -4.0316  -2.3471  0.45
H  -1.9045  -3.3105  -0.0584  0.34
H  -3.2714  -2.6631  -0.9650  0.05
H  -1.9311  -0.4938  -1.2497  0.39
H  -0.7884  -1.1698  -0.0798  0.24
H  -2.1410  0.7035  2.3718  0.71
H  -2.9883  1.5015  1.0745  -0.01
H  -0.1770  0.5134  0.4918  0.19
H  -0.3637  1.8359  1.6120  0.19
H  -5.1654  -1.9699  0.2326  0.29
H  -6.8212  -0.6579  -0.4200  0.59
H  -5.3530  1.5734  0.8932  -0.45
H  -5.0623  1.5789  -1.4219  0.16
H  -6.4460  2.6836  -1.2682  0.43
H  -6.6984  1.0177  -1.7519  0.36
H  -5.0881  -2.1069  2.3572  0.45
H  -3.0621  -2.6203  1.5070  0.70
H  -2.1931  -2.2378  3.4082  0.43

- electronic energy (eV) = -154905.3156
- F_max (Eh/bohr) = 0.030
- SMILES = CCCCCCCCCCCCCCCC[C@@]1(CCC(F)(F)C(F)(F)C(F)(F)C(F)(F)F)O[C@H]([C@@H](Cl)[C@@H](C)Cl)[N@H+](Br)[C@@H]1O
- LUMO (eV) = -4.60
- charge = +1


Record 4
C28H46BrMgNOP2 | ωB97M-V/def2-TZVPD

Each line ends with the Mulliken charge.
Geometry (Å):
N  -5.8184  4.2375  -3.1310  -0.56
C  -5.5736  4.6736  -1.9052  -0.36
C  -4.7861  3.9608  -0.9927  -0.58
C  -4.1500  2.7697  -1.4332  0.34
C  -4.4494  2.3166  -2.7586  -0.33
C  -5.2694  3.1035  -3.5696  -0.48
C  -3.1564  2.0828  -0.6319  -1.47
Mg  -1.6556  0.5369  0.5186  0.72
P  4.3584  -0.5664  0.6785  0.07
C  -2.1891  1.2897  -1.3212  -0.17
C  -0.9346  1.8228  -1.8690  0.93
C  -0.3884  1.2684  -3.0440  -0.65
C  0.9193  1.5855  -3.4138  -0.51
C  1.6762  2.4913  -2.6570  -0.31
C  1.0912  3.1348  -1.5559  -0.73
C  -0.2183  2.8127  -1.1745  -0.24
Br  3.4676  2.7748  -3.0432  -0.11
H  -3.1706  2.2861  0.4656  0.56
H  -2.5755  0.4262  -1.8913  0.53
H  -4.6779  4.3173  0.0264  0.39
H  -4.1540  1.3425  -3.1487  0.32
H  -6.0247  5.6333  -1.6099  0.35
H  -5.5069  2.8043  -4.6012  0.35
H  -1.0060  0.5897  -3.6383  0.70
H  -0.6670  3.2632  -0.2936  0.58
H  1.3436  1.1117  -4.2997  0.47
H  1.6403  3.8809  -0.9925  0.56
P  -1.0139  -1.8468  0.1701  0.92
C  4.3045  1.2290  0.9151  0.05
C  5.5996  1.8956  0.4088  -1.24
H  4.1829  1.4083  1.9981  0.42
H  3.4178  1.5729  0.3593  0.05
H  5.6254  2.9467  0.7172  0.36
H  6.4914  1.4011  0.8166  0.41
H  5.6740  1.8887  -0.6865  0.29
C  3.6753  -0.9232  -0.9613  1.20
C  4.6437  -1.8182  -1.7481  -1.40
H  3.5085  0.0401  -1.4767  -0.07
H  2.7202  -1.4363  -0.7824  -0.62
H  4.3391  -1.8847  -2.7957  0.41
H  5.6714  -1.4383  -1.7174  0.41
H  4.6616  -2.8404  -1.3566  0.38
C  3.4974  -1.4200  2.0187  0.55
C  4.4751  -1.9028  3.0981  -1.36
H  2.9760  -2.2711  1.5556  0.22
H  2.7658  -0.7098  2.4194  -0.29
H  3.9884  -2.6503  3.7297  0.39
H  5.3652  -2.3545  2.6486  0.41
H  4.8147  -1.0925  3.7454  0.38
C  -0.8187  -3.0365  1.5604  -0.04
C  -1.5179  -4.3958  1.4033  -1.37
H  -1.1746  -2.5241  2.4690  -0.14
H  0.2649  -3.1890  1.6928  0.33
H  -2.6016  -4.3180  1.5609  0.32
H  -1.3490  -4.8517  0.4164  0.33
H  -1.1333  -5.0996  2.1544  0.43
C  0.1139  -2.5870  -1.0776  0.36
C  -0.2966  -2.4047  -2.5389  -1.17
H  0.2573  -3.6587  -0.8472  0.58
H  1.0867  -2.0923  -0.9032  -0.80
H  -1.3253  -2.7456  -2.7276  0.38
H  -0.2065  -1.3513  -2.8500  0.19
H  0.3656  -3.0097  -3.1754  0.43
C  -2.7323  -2.1805  -0.3938  -0.95
C  -3.7861  -1.6099  0.5610  -1.12
H  -2.8259  -3.2665  -0.4699  0.84
H  -2.8546  -1.7630  -1.4045  0.37
H  -4.4244  -0.8798  0.0433  0.30
H  -4.4411  -2.4098  0.9314  0.37
H  -3.3659  -1.1230  1.4633  0.11
C  0.2701  1.3250  4.0431  -1.12
C  -0.9407  0.6631  3.4859  0.99
C  -1.5020  -0.4487  4.2978  -1.26
O  -1.4500  1.0302  2.3907  -0.67
H  0.1224  1.5592  5.1069  0.42
H  0.5245  2.2302  3.4824  0.34
H  1.1073  0.6107  3.9744  0.20
H  -2.3893  -0.8957  3.8376  0.23
H  -0.7072  -1.2002  4.4177  0.39
H  -1.7786  -0.1213  5.3064  0.48

- electronic energy (eV) = -127368.1792
- F_max (Eh/bohr) = 0.049
- ΔE to the lowest compared entry with this formula, charge and spin (kcal per mole) = 32.9
- LUMO (spin up / spin down) (eV) = -5.90 / -8.68
- charge = +2